# 1
Molecular formula: C27H57Be2F2N3O3
Method: DFT, ωB97M-V with the def2-TZVPD basis set

```
! RIJCOSX wB97M-V def2-TZVPD def2/J DEFGRID3
* xyz 2 1
Be -3.7052 3.3267 -1.1506
Be -3.2284 -0.2095 4.8457
F -2.3688 -0.3888 0.6410
F -2.6875 3.8183 3.0891
C -0.4348 -5.6356 8.5987
C -0.5345 -4.1055 8.3401
C 0.2978 -3.3120 9.4546
C 1.8223 -3.1496 9.1312
C 2.0317 -2.7670 7.6755
C 1.3342 -3.6530 6.5322
N -0.1516 -3.7435 6.9598
O -0.9639 -4.1638 5.9248
C 1.5366 -2.9127 5.2634
C 2.1236 -5.0237 6.2331
C -2.0532 -3.6321 8.4929
H -0.7827 -6.2533 7.7707
H -1.1436 -5.9430 9.3676
H 0.6140 -5.9041 8.7252
H -0.0260 -2.2717 9.4872
H 0.3182 -3.8917 10.3774
H 2.3655 -4.0490 9.4213
H 2.0800 -2.2741 9.7273
H 3.0953 -2.8241 7.4437
H 1.7589 -1.7163 7.5771
H 2.4602 -2.3552 5.1080
H 1.1877 -3.4319 4.3707
H 0.9839 -1.9732 5.2572
H 2.5179 -5.2038 5.2330
H 3.0506 -4.9653 6.8036
H 1.6165 -5.8524 6.7272
H -2.2245 -3.6100 9.5691
H -2.8789 -4.2876 8.2161
H -2.1555 -2.6004 8.1563
H -0.8187 -5.1018 5.7814
C 3.6524 3.6794 0.9467
C 4.4890 3.4509 -0.2589
C 6.0202 3.3745 0.1383
C 6.9173 2.5778 -0.6908
C 6.2018 1.3152 -1.1165
C 4.8627 1.4005 -1.8584
N 4.0162 2.1596 -0.9073
O 2.5674 2.2291 -1.2349
C 4.9440 2.0240 -3.2944
C 4.3758 -0.0813 -1.8964
C 4.2602 4.5647 -1.2393
H 4.0029 3.0654 1.7763
H 3.8143 4.6889 1.3246
H 2.5874 3.4799 0.8282
H 6.4229 4.3859 0.0830
H 6.1294 3.2380 1.2142
H 7.1547 3.2404 -1.5231
H 7.7207 2.3832 0.0196
H 6.2084 0.5776 -0.3140
H 6.8808 0.8371 -1.8226
H 5.2417 1.2748 -4.0279
H 5.5916 2.9007 -3.2806
H 3.9640 2.3948 -3.5948
H 5.0722 -0.7016 -2.4607
H 3.4241 -0.2996 -2.3810
H 4.4865 -0.6589 -0.9787
H 5.1490 4.9358 -1.7498
H 3.3583 4.5402 -1.8509
H 4.0057 5.3936 -0.5788
H 2.1894 1.5357 -0.6891
C -2.8483 -0.1430 -5.6461
C -3.9679 0.4520 -6.5752
C -5.0122 -0.6825 -6.7837
C -6.2831 -0.1833 -7.5144
C -6.8677 1.0481 -6.7706
C -5.8772 2.1993 -6.5249
N -4.5650 1.7126 -5.9259
O -3.5887 2.6795 -5.8438
C -5.6908 3.0548 -7.7324
C -6.4872 3.0747 -5.4154
C -3.3679 0.6220 -7.9928
H -3.1713 -0.2852 -4.6148
H -1.9821 0.4752 -5.8820
H -2.7350 -1.1578 -6.0275
H -4.6131 -1.5668 -7.2805
H -5.2737 -1.2852 -5.9140
H -7.0476 -0.9600 -7.5342
H -6.1482 0.2144 -8.5202
H -7.4756 0.6307 -5.9679
H -7.6122 1.2956 -7.5273
H -4.9984 2.6137 -8.4493
H -6.6198 3.1580 -8.2931
H -5.2373 4.0437 -7.6649
H -7.3562 3.6620 -5.7121
H -6.8754 2.4258 -4.6303
H -5.8168 3.8953 -5.1602
H -2.5866 -0.0882 -8.2638
H -3.0314 1.6550 -8.0813
H -4.1637 0.6228 -8.7377
H -3.4475 2.9709 -6.7475
*
```

Output
* LUMO: -10.79 eV
* highest occupied orbital energy: -12.31 eV

Per-atom Löwdin charges, elementary charge units: 0.68, 0.67, -0.52, -0.47, -0.01, -0.43, -0.10, -0.17, -0.13, -0.39, -0.01, 0.04, -0.08, 0.02, -0.02, 0.08, 0.10, 0.08, 0.12, 0.13, 0.11, 0.12, 0.12, 0.12, 0.10, 0.09, 0.08, 0.09, 0.08, 0.07, 0.08, 0.09, 0.08, 0.12, -0.04, -0.46, -0.15, -0.18, -0.14, -0.45, 0.06, 0.03, 0.03, -0.03, -0.02, 0.09, 0.10, 0.09, 0.13, 0.12, 0.12, 0.14, 0.13, 0.13, 0.10, 0.08, 0.09, 0.09, 0.09, 0.09, 0.10, 0.10, 0.09, 0.12, -0.02, -0.44, -0.15, -0.16, -0.13, -0.48, -0.01, 0.01, -0.03, -0.03, -0.02, 0.09, 0.08, 0.08, 0.12, 0.12, 0.12, 0.10, 0.12, 0.12, 0.07, 0.11, 0.10, 0.09, 0.09, 0.08, 0.11, 0.07, 0.07, 0.09

# 2
Molecular formula: C27H47FN5O2P2
Method: DFT, ωB97M-V with the def2-TZVPD basis set

```
! RIJCOSX wB97M-V def2-TZVPD def2/J DEFGRID3
* xyz -1 1
C 2.3510 -3.6238 1.5587
C 1.6021 -2.6583 0.5368
O 2.6081 -1.8912 -0.1376
C 2.1098 -1.3821 -1.4151
C 1.5528 0.0805 -1.1032
P 0.8552 0.9329 -2.7104
C 2.6701 1.4101 -3.1150
C 2.9680 2.3337 -4.3591
C 0.5944 2.6391 -1.8930
C 0.5095 2.7422 -0.3284
C 1.8809 3.1501 0.3658
F 1.8617 2.5892 1.6751
C -0.9251 0.2634 -2.3577
C -2.0171 1.1487 -1.7719
C -2.7619 2.2373 -2.4396
C -3.8209 3.0107 -1.8254
C -4.2635 2.7498 -0.4638
C -3.5807 1.6675 0.2337
C -2.5017 0.8810 -0.3889
C -1.9304 -0.2481 0.5333
P 0.0831 1.6249 -4.7305
O 0.6039 0.7438 -5.8785
H 1.9502 -3.4514 2.5896
H 3.4528 -3.4376 1.5935
H 2.1732 -4.6806 1.2424
H 1.0751 -3.3315 -0.1904
H 0.9153 -1.9484 1.0729
H 1.3182 -2.0413 -1.8542
H 3.0159 -1.3544 -2.0741
H 2.4177 0.6203 -0.6488
H 0.7829 -0.0727 -0.3067
H 1.1141 -0.3424 -3.3687
H 3.2280 0.4444 -3.3165
H 3.2425 1.8751 -2.2566
H 4.0564 2.6436 -4.2521
H 2.4178 3.3182 -4.3245
H 2.9182 1.8367 -5.3563
H 1.5123 3.2562 -2.1509
H -0.2187 3.2216 -2.4212
H -0.1397 3.6540 -0.1344
H -0.0192 1.9224 0.2072
H 1.9149 4.2666 0.4842
H 2.7497 2.8263 -0.2579
H -0.7875 -0.6485 -1.7088
H -1.3102 -0.1884 -3.3219
H -2.4984 2.5042 -3.4849
H -4.3131 3.8280 -2.4009
H -5.0716 3.3489 0.0241
H -3.9120 1.4411 1.2796
H -1.6371 -1.1764 -0.0112
H -2.7673 -0.5572 1.2276
H -1.1235 0.1400 1.2172
H -1.3493 1.4595 -4.8441
H 0.2812 3.0243 -4.9548
C 3.3533 -7.4047 3.4588
C 2.0941 -6.7123 3.2032
N 1.1055 -6.1652 3.0024
H 4.1764 -6.7003 3.5881
H 3.2980 -8.0127 4.3630
H 3.6176 -8.0681 2.6342
C -5.3452 -2.5374 -0.5832
C -4.1217 -2.6146 -1.3745
N -3.1530 -2.6662 -1.9895
H -6.1755 -3.0391 -1.0823
H -5.2186 -3.0068 0.3934
H -5.6432 -1.5014 -0.4124
C -1.0072 -5.1480 -2.2058
C 0.0431 -6.1027 -1.8578
N 0.8682 -6.8541 -1.5842
H -1.2446 -4.4904 -1.3692
H -0.7108 -4.5136 -3.0423
H -1.9295 -5.6547 -2.4928
C 2.3789 4.2404 4.3247
C 1.9222 4.5705 5.6719
N 1.5653 4.8302 6.7330
H 3.4657 4.2927 4.2473
H 2.0809 3.2322 4.0351
H 1.9664 4.9254 3.5831
C -1.7906 3.7764 7.1519
C -3.0773 3.4610 6.5365
N -4.0896 3.2131 6.0539
H -1.8656 4.6375 7.8171
H -1.4146 2.9405 7.7431
H -1.0337 4.0103 6.4029
*
```

Output
* LUMO: 2.17 eV
* highest occupied orbital energy: -4.13 eV

Per-atom Löwdin charges, elementary charge units: -0.09, -0.26, -0.21, -0.23, -0.27, 0.45, -0.40, -0.22, -0.32, -0.21, -0.18, -0.11, -0.31, -0.19, -0.06, -0.11, -0.11, -0.07, -0.20, -0.09, 0.59, -0.58, 0.06, 0.07, 0.04, 0.10, 0.11, 0.10, 0.11, 0.07, 0.05, 0.02, 0.07, 0.06, 0.06, 0.04, 0.05, 0.07, 0.06, 0.11, 0.08, 0.11, 0.09, 0.05, 0.07, 0.06, 0.09, 0.09, 0.10, 0.05, 0.07, 0.08, -0.03, -0.04, -0.07, -0.28, 0.14, 0.08, 0.08, 0.08, -0.07, -0.25, 0.17, 0.08, 0.08, 0.08, -0.10, -0.29, 0.11, 0.05, 0.08, 0.08, -0.07, -0.27, 0.12, 0.09, 0.07, 0.08, -0.08, -0.29, 0.12, 0.08, 0.08, 0.05

# 3
Molecular formula: C20H24N4O2
Method: DFT, ωB97M-V with the def2-TZVPD basis set

```
! RIJCOSX wB97M-V def2-TZVPD def2/J DEFGRID3
* xyz 2 1
C 0.4230 -5.3372 4.2932
C 1.2676 -4.3409 4.0450
C 2.0270 -2.8966 3.9784
C 0.9772 -1.8401 3.2720
C 0.7384 -0.4984 4.1940
O -0.6581 -0.4347 4.6179
C -1.5399 -0.0162 3.5587
O -1.3043 1.1308 3.0164
N -2.7404 -0.7508 3.0581
N -2.4105 -1.8618 2.2810
C -3.6121 -1.2090 4.1781
C -4.3402 -1.8209 5.1020
H -0.4902 -6.0487 4.2210
H 2.3203 -2.5524 5.0343
H 2.9092 -2.9853 3.2464
H 1.3013 -1.5677 2.1991
H -0.0418 -2.3908 3.2785
H 1.4718 -0.5681 5.0965
H 1.0926 0.3944 3.5630
H -3.1538 -2.0588 1.5911
H -2.3700 -2.6796 2.9377
H -5.2105 -2.4013 5.6066
C 0.2001 -2.9870 -0.8177
N 0.3217 -1.6388 -1.4129
C 1.3257 -1.3908 -2.2785
C 1.4441 -0.1470 -2.8876
C 0.5183 0.8619 -2.6146
C -0.4923 0.5733 -1.6946
C -0.5724 -0.6805 -1.1045
C 0.5739 2.1779 -3.2819
C -0.5100 2.6425 -4.0308
C -0.4756 3.9004 -4.6162
N 0.6022 4.6944 -4.4675
C 1.6776 4.2704 -3.7724
C 1.6853 3.0160 -3.1749
C 0.6106 6.0518 -5.0524
H 1.1357 -3.2152 -0.3046
H 0.0178 -3.6902 -1.6328
H -0.6279 -3.0084 -0.1088
H 2.0196 -2.1996 -2.4841
H 2.2542 0.0130 -3.5946
H -1.2301 1.3243 -1.4240
H -1.3536 -0.9242 -0.3914
H -1.3956 2.0277 -4.1693
H -1.3098 4.2808 -5.1969
H 2.5186 4.9514 -3.6921
H 2.5604 2.7147 -2.6054
H 1.4731 6.1296 -5.7157
H 0.6806 6.7653 -4.2289
H -0.3087 6.2207 -5.6141
*
```

Output
* LUMO: -7.71 eV
* highest occupied orbital energy: -13.20 eV

Per-atom natural (NBO) charges, elementary charge units: -0.27, -0.06, -0.45, -0.44, -0.08, -0.52, 0.89, -0.54, -0.34, -0.66, 0.05, -0.24, 0.28, 0.25, 0.23, 0.19, 0.24, 0.22, 0.20, 0.37, 0.37, 0.30, -0.42, -0.24, 0.11, -0.21, 0.02, -0.19, 0.11, 0.03, -0.21, 0.12, -0.24, 0.10, -0.19, -0.42, 0.25, 0.25, 0.25, 0.26, 0.26, 0.27, 0.27, 0.26, 0.26, 0.26, 0.26, 0.25, 0.25, 0.25

# 4
Molecular formula: C5H10O2
Method: DFT, ωB97M-V with the def2-TZVPD basis set

```
! RIJCOSX wB97M-V def2-TZVPD def2/J DEFGRID3
* xyz 0 1
C 1.2900 0.2398 -1.6719
C 0.6221 0.1310 1.2759
O 0.2161 1.3124 0.8690
C -0.9435 1.3076 0.2559
C -1.5681 -0.0385 0.4169
C -0.4073 -0.9213 0.9798
O -0.0035 -1.9861 0.1312
H 1.8813 1.1527 -1.7674
H 1.0429 -0.1636 -2.6541
H 1.8693 -0.4847 -1.0967
H 1.6322 0.0582 1.6441
H 0.3527 0.5296 -1.1802
H -1.3571 2.2618 -0.0245
H -2.3895 0.0111 1.1416
H -1.9756 -0.4702 -0.5064
H -0.7169 -1.4400 1.8900
H 0.3289 -1.6092 -0.6929
*
```

Output
* LUMO (alpha / beta): 0.79 / 0.83 eV
* highest occupied orbital energy (alpha / beta): -7.23 / -7.29 eV

Per-atom natural (NBO) charges, elementary charge units: -0.88, 0.00, -0.35, 0.04, -0.52, 0.02, -0.71, 0.23, 0.21, 0.21, 0.20, 0.21, 0.20, 0.23, 0.24, 0.20, 0.47

Number 1: DFT total energy -45732.922 eV. Number 2: DFT total energy -61596.814 eV. Number 3: DFT total energy -31159.883 eV. Number 4: DFT total energy -9438.416 eV.